Record 1
Below is C40H37Cl5IPSeSiZr as an isolated structure, with properties calculated with ωB97M-V with the def2-TZVPD basis set.

- LUMO energy: -6.312 eV
- Net charge: +2
- M: 1051.15 g mol⁻¹
- Highest occupied orbital energy: -0.490 hartree
- HOMO-LUMO gap: 7.0 eV

The geometry in XYZ format:
```
87
Properties=species:S:1:pos:R:3:forces:R:3
Zr 0.592 -0.877 0.603 -0.2 -0.3 0.6
C 3.739 -2.443 -0.652 0.0 0.0 0.0
C 3.197 -1.777 0.583 0.1 0.0 0.0
C 2.724 -2.538 1.660 0.0 0.1 -0.1
C 2.520 -1.960 2.922 -0.1 0.1 -0.1
C 2.115 -2.803 4.086 0.1 0.0 0.0
C 2.722 -0.587 3.072 -0.1 -0.1 -0.1
C 3.151 0.213 2.008 0.0 0.0 0.0
C 3.545 1.644 2.215 0.0 0.0 0.0
C 3.334 -0.387 0.757 0.2 -0.1 -0.1
H 4.828 -2.459 -0.577 0.0 0.0 0.0
H 3.490 -1.905 -1.565 0.0 0.0 0.0
H 3.402 -3.474 -0.738 0.0 0.0 0.0
H 2.598 -3.609 1.543 0.0 0.0 0.0
H 2.997 -3.021 4.695 0.0 0.0 0.0
H 1.686 -3.749 3.762 0.0 0.0 0.0
H 1.396 -2.283 4.717 0.0 0.0 0.0
H 2.573 -0.137 4.047 0.0 0.0 0.0
H 4.633 1.717 2.168 0.0 0.0 0.0
H 3.225 2.017 3.187 0.0 0.0 0.0
H 3.143 2.288 1.432 0.0 0.0 0.0
H 3.754 0.204 -0.046 0.0 0.0 0.0
I 0.051 1.571 2.283 0.0 0.0 -0.2
C -1.314 2.916 1.417 -0.1 0.0 0.0
C -2.222 3.364 2.338 0.1 -0.1 0.0
C -3.085 4.428 2.031 0.0 0.1 -0.1
C -2.964 5.037 0.819 0.0 0.0 0.1
C -2.029 4.584 -0.143 0.0 0.0 0.0
C -1.930 5.297 -1.359 0.1 0.0 0.0
C -1.050 4.913 -2.325 -0.1 0.1 0.0
C -0.307 3.743 -2.131 0.0 -0.1 0.0
C -0.374 2.990 -0.975 0.1 0.0 0.0
P 0.461 1.367 -1.230 -0.2 -0.3 0.0
C 2.187 1.789 -1.608 0.0 0.0 -0.1
C 2.729 3.025 -1.269 0.0 0.0 0.0
C 4.078 3.279 -1.482 0.0 0.0 0.0
C 4.890 2.312 -2.056 0.0 0.0 0.0
C 4.355 1.078 -2.407 0.0 0.0 0.0
C 3.016 0.815 -2.172 0.0 0.1 -0.1
C -0.349 0.851 -2.794 0.0 0.1 -0.1
C -1.746 0.862 -2.781 0.0 0.1 -0.1
C -2.466 0.501 -3.905 0.0 0.0 0.0
C -1.800 0.134 -5.069 0.0 0.0 0.0
C -0.417 0.152 -5.100 0.0 0.0 0.0
C 0.310 0.508 -3.971 0.0 0.0 0.1
C -1.197 3.448 0.105 0.0 -0.1 -0.1
H -2.266 2.923 3.324 0.0 0.0 0.0
H -3.799 4.769 2.766 0.0 0.0 0.0
H -3.584 5.886 0.564 0.0 0.0 0.0
H -2.562 6.164 -1.497 0.0 0.0 0.0
H -0.957 5.463 -3.251 0.0 0.0 0.0
H 0.306 3.396 -2.954 0.0 0.0 0.0
H 2.101 3.801 -0.850 0.0 0.0 0.0
H 4.489 4.243 -1.214 0.0 0.0 0.0
H 5.935 2.520 -2.238 0.0 0.0 0.0
H 4.986 0.322 -2.856 0.0 0.0 0.0
H 2.618 -0.164 -2.416 0.0 0.0 0.0
H -2.277 1.201 -1.902 0.0 0.0 0.1
H -3.547 0.529 -3.881 0.0 0.0 0.0
H -2.360 -0.144 -5.951 0.0 0.0 0.0
H 0.109 -0.096 -6.012 0.0 0.0 0.0
H 1.385 0.543 -4.044 0.1 0.0 0.0
Cl -3.155 0.121 0.502 0.2 0.4 0.1
C -2.567 -1.066 -0.600 -0.1 -0.3 0.0
C -1.207 -1.353 -0.645 -0.5 -0.2 -0.1
C -0.877 -2.378 -1.496 0.2 0.0 -0.2
Cl 0.838 -2.773 -1.452 0.2 0.3 0.1
C -1.726 -3.112 -2.307 0.0 0.1 0.0
Cl -1.136 -4.374 -3.298 0.0 0.0 0.0
C -3.073 -2.767 -2.258 -0.1 0.0 0.0
Cl -4.203 -3.611 -3.221 0.0 0.0 0.0
C -3.493 -1.748 -1.391 0.1 0.0 0.1
Cl -5.161 -1.367 -1.301 0.0 0.0 0.0
C -2.474 -5.020 2.096 0.1 0.2 0.0
Si -2.565 -3.408 3.028 -0.4 -0.1 -0.1
C -4.056 -2.375 2.605 0.2 0.0 0.0
C -2.244 -3.568 4.854 0.1 0.1 -0.2
Se -0.632 -2.227 2.237 0.1 -0.1 0.2
H -3.273 -5.693 2.413 -0.1 0.0 0.1
H -1.525 -5.525 2.276 0.0 0.0 0.0
H -2.586 -4.852 1.023 0.0 0.0 0.0
H -4.976 -2.841 2.961 0.0 -0.1 0.1
H -4.142 -2.252 1.524 0.0 0.0 0.1
H -3.982 -1.387 3.061 0.0 0.0 0.0
H -3.061 -4.108 5.336 -0.1 0.0 -0.1
H -2.171 -2.587 5.327 0.0 0.0 0.0
H -1.324 -4.123 5.045 0.0 0.0 0.0
```
Forces are in eV/Å.

---

Record 2
Below is C40H37ClIN4O3ReS3 as an isolated structure at a distorted geometry, with properties calculated with ωB97M-V with the def2-TZVPD basis set.

- ⟨S²⟩: 3.82
- LUMO energy (alpha / beta): -9.234 / -9.890 eV
- Net charge: +3
- M: 1066.53 g mol⁻¹
- Highest occupied orbital energy (alpha / beta): -0.557 / -0.554 hartree
- HOMO-LUMO gap (alpha / beta): 5.9 / 5.2 eV
- Spin multiplicity: 4

The geometry in XYZ format:
```
90
Properties=species:S:1:pos:R:3:forces:R:3
Re 0.633 -1.599 0.173 1.3 0.2 -0.1
S 0.708 0.579 1.205 0.0 -0.3 -0.1
C -0.706 1.430 0.798 0.4 0.5 0.5
N -0.955 2.592 1.361 -0.3 -0.6 -0.2
C -1.874 3.547 0.736 -0.2 0.1 -0.2
C -3.012 2.839 0.050 -0.1 0.1 0.3
N -2.539 1.708 -0.759 0.5 0.0 0.2
C -3.197 1.455 -2.049 -0.1 0.0 -0.4
C -2.365 2.009 -3.196 0.1 -0.1 0.1
C -1.843 3.300 -3.169 0.0 0.0 0.0
C -1.081 3.776 -4.224 0.0 0.0 0.0
C -0.838 2.971 -5.329 0.0 0.0 0.0
C -1.382 1.697 -5.376 0.0 -0.1 -0.1
C -2.133 1.214 -4.312 -0.1 -0.1 0.1
C -1.600 0.917 -0.277 -0.4 -0.1 -0.6
S -1.470 -0.692 -0.788 0.2 -0.1 0.3
C -0.434 2.981 2.680 0.1 0.2 0.5
C -1.568 2.959 3.692 -0.1 0.0 -0.2
C -1.758 4.028 4.558 0.1 0.0 -0.1
C -2.780 3.992 5.497 0.0 0.0 0.0
C -3.638 2.904 5.556 0.1 0.0 0.0
C -3.457 1.834 4.687 0.0 0.0 0.0
C -2.426 1.861 3.763 0.1 0.0 0.0
H -1.298 4.157 0.034 0.1 0.0 0.0
H -2.278 4.199 1.507 0.0 0.0 0.1
H -3.560 3.529 -0.584 0.0 0.0 -0.1
H -3.707 2.451 0.801 0.0 0.0 -0.1
H -4.184 1.917 -2.019 0.0 0.0 0.1
H -3.331 0.387 -2.191 -0.1 0.0 0.1
H -2.049 3.966 -2.339 0.0 0.0 0.1
H -0.694 4.786 -4.194 0.0 0.0 0.0
H -0.251 3.346 -6.156 0.0 0.0 0.0
H -1.240 1.080 -6.255 0.0 0.0 0.0
H -2.572 0.223 -4.369 0.0 0.0 0.0
H -0.002 3.980 2.617 0.0 0.0 -0.1
H 0.354 2.292 2.971 0.1 0.0 -0.1
H -1.100 4.888 4.507 0.0 0.0 0.0
H -2.910 4.822 6.178 0.0 0.0 0.0
H -4.443 2.887 6.277 0.0 0.0 0.0
H -4.129 0.986 4.729 0.0 0.0 0.0
H -2.290 1.019 3.089 0.0 0.0 0.0
Cl 3.350 -3.990 6.117 0.0 0.0 0.1
C 3.122 -3.424 4.530 0.2 0.1 -0.3
C 4.212 -3.310 3.687 -0.1 -0.2 0.4
C 4.068 -2.853 2.383 -0.4 0.4 -0.9
I 5.697 -2.638 1.111 -0.2 -0.1 0.2
C 2.791 -2.515 1.884 0.5 -0.7 1.6
O 2.574 -2.052 0.701 -1.6 1.0 -1.3
C 1.670 -2.640 2.752 0.7 0.1 -0.3
N 0.487 -2.235 2.216 -0.2 0.1 -0.4
C -0.570 -2.179 3.021 -0.2 0.0 0.1
C -0.521 -2.578 4.352 0.0 0.0 0.0
C 0.662 -3.040 4.889 0.0 0.0 0.0
C 1.812 -3.056 4.086 0.0 -0.1 0.1
H 5.196 -3.575 4.050 0.0 0.0 0.1
H -1.490 -1.795 2.604 0.0 0.0 -0.1
H -1.419 -2.527 4.951 0.0 0.0 0.0
H 0.710 -3.363 5.920 0.0 0.0 0.0
O -1.766 -3.323 0.483 0.1 0.1 0.1
C -1.610 -4.480 -0.309 0.0 0.0 0.0
C -0.214 -4.612 -0.855 0.1 0.0 0.0
C 0.045 -5.807 -1.519 0.0 0.1 0.0
C 1.289 -6.056 -2.058 0.0 0.0 0.0
C 2.266 -5.079 -1.920 0.0 0.0 0.0
C 1.942 -3.909 -1.277 0.2 -0.1 -0.1
N 0.727 -3.653 -0.735 -0.4 0.1 0.1
H -2.699 -3.244 0.712 0.0 0.0 0.0
H -2.302 -4.463 -1.158 0.0 0.0 0.0
H -1.825 -5.375 0.280 0.0 0.0 0.0
H -0.751 -6.536 -1.600 0.0 0.0 0.0
H 1.497 -6.984 -2.573 0.0 0.0 0.0
H 3.270 -5.227 -2.290 0.0 0.1 0.0
H 2.691 -3.140 -1.171 0.0 -0.1 0.1
C 1.367 -0.929 -4.331 0.0 -0.1 0.2
S 2.319 -0.870 -2.805 0.3 0.6 -0.5
O 1.208 -0.927 -1.741 -0.5 -0.3 0.8
C 2.803 0.848 -2.815 0.1 -0.4 0.1
C 1.846 1.843 -2.670 -0.1 0.0 -0.1
C 2.266 3.161 -2.622 0.0 0.0 0.0
C 3.619 3.469 -2.723 0.1 0.0 0.0
C 4.561 2.462 -2.873 0.0 0.1 0.0
C 4.157 1.136 -2.914 0.0 -0.1 0.0
H 0.670 -0.094 -4.347 0.0 0.0 0.0
H 0.837 -1.880 -4.361 0.1 0.0 0.0
H 2.069 -0.866 -5.163 0.0 0.0 0.0
H 0.793 1.589 -2.612 0.0 0.0 0.0
H 1.537 3.953 -2.506 0.0 0.0 -0.1
H 3.940 4.501 -2.691 0.0 0.0 0.0
H 5.612 2.705 -2.949 0.0 0.0 0.0
H 4.887 0.343 -3.024 0.0 0.0 0.0
```
Forces are in eV/Å.

---

Question: Among the records above, which one has the highest M?
Answer: C40H37ClIN4O3ReS3

---

Question: The highest M belongs to which entry?
Answer: C40H37ClIN4O3ReS3

---

Question: Which of these has the highest M?
Answer: C40H37ClIN4O3ReS3

---

Question: Number 2 is which compound?
Answer: C40H37ClIN4O3ReS3